Computed, not measured: C37H54FeN3OP2 as an isolated structure in a non-equilibrium geometry, with wB97M-V/def2-TZVPD.

The geometry in XYZ format:
```
98
Properties=species:S:1:pos:R:3:forces:R:3:mulliken_spin:R:1
C 0.5822 2.9917 0.6017 -0.060 0.024 -1.089 0.01
C 0.3472 2.2145 -1.6262 0.011 0.607 1.029 -0.02
C 1.0095 4.2425 0.1418 -0.017 -0.210 -0.091 0.00
C 0.7921 3.4482 -2.1311 -0.114 -0.168 0.222 -0.01
C 1.1022 4.4767 -1.2397 -0.129 -0.343 0.217 0.00
H 1.2867 5.0160 0.8632 -0.087 -0.289 -0.289 0.00
H 0.8916 3.5843 -3.2114 -0.037 -0.029 0.403 0.00
H 1.4376 5.4497 -1.6124 -0.130 -0.402 0.157 0.00
N 0.2138 2.0179 -0.2802 0.140 1.306 -0.424 0.06
P 0.9332 0.7767 2.2562 1.187 0.623 1.283 -0.04
P -1.3356 -0.0254 -1.8471 -0.263 0.412 -1.460 -0.02
C 0.5730 2.6211 2.0635 -0.145 -0.373 0.177 0.05
H 1.2458 3.2829 2.6354 -0.277 -0.334 -0.222 0.00
H -0.4484 2.7335 2.4753 0.443 0.144 -0.188 -0.01
C 0.1503 0.9912 -2.4667 -0.202 -0.209 0.347 -0.01
H 0.1233 1.2407 -3.5376 0.020 -0.093 0.403 0.00
C -1.2927 -1.6293 -2.9233 -0.197 0.229 0.148 0.03
C -2.8799 1.0137 -2.2973 0.117 -0.105 -0.122 0.04
C 2.8335 0.6057 2.0850 -0.125 0.023 0.259 0.01
C 0.4214 0.4195 4.0668 0.241 0.139 -0.167 0.01
C -0.8165 -2.8180 -2.0580 0.152 0.008 -0.086 0.01
H -1.6196 -3.1721 -1.3940 0.108 -0.028 -0.251 0.00
H -0.5439 -3.6441 -2.7415 -0.152 0.253 0.389 0.00
H 0.0538 -2.5742 -1.4341 -0.046 -0.021 -0.358 0.00
C -2.7154 -1.9866 -3.4032 -0.110 -0.023 -0.137 0.00
H -3.3807 -2.2194 -2.5547 0.226 0.117 -0.375 0.00
H -3.1792 -1.1973 -4.0147 0.221 -0.331 0.212 0.00
H -2.6467 -2.8942 -4.0306 -0.022 0.324 0.275 0.00
C -0.3484 -1.4693 -4.1322 0.007 -0.112 -0.222 0.00
H -0.6494 -2.1888 -4.9166 0.133 0.278 0.317 0.00
H -0.3864 -0.4601 -4.5729 0.012 -0.498 0.044 0.00
H 0.6956 -1.6962 -3.8625 -0.416 0.198 -0.106 0.00
C -4.1487 0.2731 -1.8158 -0.177 0.028 0.391 0.01
H -3.8961 -0.5056 -1.0796 -0.278 0.133 -0.082 0.00
H -4.8133 1.0045 -1.3191 0.185 -0.496 -0.193 0.00
H -4.7143 -0.1876 -2.6372 0.287 0.057 0.331 0.00
C -2.8058 2.3479 -1.5197 0.078 0.149 0.156 0.01
H -2.4313 2.2087 -0.4947 -0.201 0.246 -0.382 0.00
H -2.1746 3.0912 -2.0307 -0.091 -0.298 0.281 0.00
H -3.8282 2.7637 -1.4548 0.485 -0.071 -0.055 0.00
C -2.9698 1.3464 -3.7994 0.272 0.341 -0.463 0.00
H -2.1045 0.9459 -4.3563 -0.447 0.214 0.041 0.00
H -3.8907 0.9657 -4.2678 0.370 0.096 0.165 0.00
H -2.9646 2.4455 -3.9236 -0.015 -0.536 -0.155 0.00
C 0.6628 -1.0750 4.3644 -0.135 -0.249 0.088 0.01
H -0.1269 -1.4325 5.0511 0.369 0.049 -0.263 0.00
H 0.6073 -1.6786 3.4426 -0.026 0.060 0.412 0.00
H 1.6344 -1.2591 4.8499 -0.358 0.079 -0.307 0.00
C -1.0899 0.6863 4.2072 -0.158 0.026 -0.179 -0.01
H -1.3824 1.6769 3.8231 0.032 -0.319 0.296 0.00
H -1.6845 -0.0748 3.6804 0.198 0.224 0.267 0.00
H -1.3485 0.6533 5.2824 0.038 -0.072 -0.523 0.00
C 1.1568 1.3127 5.0882 -0.153 0.596 0.114 0.00
H 0.4261 1.6625 5.8414 0.459 -0.128 -0.219 0.00
H 1.9619 0.7901 5.6227 -0.209 0.150 -0.268 0.00
H 1.5819 2.2100 4.6068 -0.156 -0.311 0.398 0.00
C 3.2068 1.0155 0.6435 0.007 -0.109 -0.507 0.00
H 4.0478 1.7291 0.6180 -0.375 -0.171 0.162 0.00
H 3.5205 0.1080 0.0949 -0.270 0.628 0.047 0.00
H 2.3438 1.4448 0.1141 0.812 -0.182 0.051 0.01
C 3.1628 -0.8951 2.2569 0.114 0.046 0.180 0.01
H 2.4145 -1.5032 1.7197 0.415 0.089 0.105 -0.01
H 4.1599 -1.0915 1.8187 -0.470 0.038 0.201 0.00
H 3.1932 -1.2014 3.3140 -0.059 0.093 -0.379 0.00
C 3.6662 1.4651 3.0527 0.036 -0.117 0.345 0.00
H 3.4469 2.5421 2.9450 0.084 -0.397 0.024 0.00
H 3.5254 1.1800 4.1073 0.089 0.124 -0.443 0.00
H 4.7368 1.3216 2.8132 -0.446 0.063 0.054 0.00
Fe -0.4086 0.0187 0.3959 1.874 -0.040 -0.716 3.63
C -2.0275 0.6658 1.2254 -5.992 2.230 2.604 -0.01
O -3.0721 0.9387 1.7059 4.613 -0.911 -2.268 -0.02
N 1.2757 -0.4705 -0.8562 -0.811 0.218 -1.505 0.21
C 1.3429 0.0590 -2.0199 -0.240 -0.821 1.572 -0.06
C 2.5087 -0.1123 -2.9311 0.798 -0.162 -0.628 0.00
C 3.2699 -1.2994 -2.8235 -0.080 0.414 -0.104 0.01
C 2.9016 0.8482 -3.8879 -0.071 -0.364 0.176 -0.01
C 4.3772 -1.5181 -3.6456 -0.057 0.200 -0.063 0.00
H 2.9571 -2.0316 -2.0728 0.171 0.224 -0.287 0.00
C 4.0165 0.6299 -4.7101 -0.004 -0.201 0.164 0.01
H 2.3413 1.7823 -3.9926 0.184 -0.326 0.038 0.00
C 4.7579 -0.5535 -4.5950 -0.298 0.064 0.222 0.00
H 4.9506 -2.4468 -3.5497 -0.243 0.391 -0.050 0.00
H 4.3061 1.3903 -5.4438 -0.117 -0.324 0.319 0.00
H 5.6267 -0.7247 -5.2395 -0.380 0.069 0.277 0.00
N -0.9967 -1.8786 1.0505 -1.112 -0.997 1.088 0.08
C -1.8783 -2.4783 2.0613 -0.671 -1.549 1.704 0.02
C -3.1095 -1.9404 2.5209 0.966 -1.280 0.185 -0.01
C -3.9255 -2.5876 3.4510 0.525 -0.342 -0.264 0.00
C -3.5832 -3.8412 3.9221 0.153 -0.153 0.011 0.00
C -2.4165 -4.4451 3.4608 0.159 0.682 -0.372 0.00
C -1.5716 -3.7743 2.5534 -0.619 0.502 0.240 0.01
H -0.1065 -2.3934 0.9870 -0.754 -0.105 -0.213 0.01
H -1.5967 -2.0259 0.2484 0.753 -0.179 -0.898 0.00
H -3.5249 -1.0520 2.1967 -0.254 1.538 -0.817 -0.01
H -4.8448 -2.1169 3.7875 0.164 0.030 -0.167 0.00
H -4.2383 -4.3468 4.6234 0.157 -0.043 -0.054 0.00
H -2.1766 -5.4420 3.8050 0.185 0.023 -0.093 0.00
H -0.6871 -4.2912 2.2119 0.209 0.027 -0.083 0.00
```
Positions in Å, forces in eV/Å.

Results
Charge ... +1
Expectation value of S² ... 6.074
Spin multiplicity ... 5
Relative energy (zero: lowest compared OMol25 entry of this formula, charge and spin) ... 6.1 kcal/mol
HOMO (spin up / spin down) ... -9.512 / -10.082 eV

***

Computed, not measured: a 3-piece molecular cluster, C3H13NO3 overall in a non-equilibrium geometry, with wB97M-V/def2-TZVPD.

The geometry in XYZ format:
```
20
Properties=species:S:1:pos:R:3:forces:R:3:nbo_charge:R:1
N -1.0869 1.3634 2.1424 -0.459 2.520 -1.424 -0.85
C -0.7601 0.5725 0.9812 2.835 1.099 -0.079 -0.22
C 0.8000 0.2005 1.0649 -1.144 -0.167 2.271 -0.42
C 1.2243 -0.5110 -0.1397 0.693 -0.316 -3.214 -0.07
O 0.5446 -1.7492 -0.3274 -0.612 -0.812 -1.060 -0.74
H -1.4101 0.7608 2.8088 -1.142 -1.529 2.488 0.35
H -1.8233 2.0951 1.9649 0.994 -1.360 0.141 0.36
H -1.3786 -0.2615 0.7904 -0.690 -1.036 -0.081 0.19
H -0.8078 1.2659 0.1496 -0.121 -0.150 -0.544 0.18
H 1.0962 -0.4438 2.0526 -0.787 1.861 -2.178 0.21
H 1.2627 1.2116 1.0011 0.184 -0.818 0.739 0.22
H 2.3463 -0.6800 -0.2339 -1.236 0.325 0.312 0.17
H 0.8804 0.0879 -1.0364 0.850 0.023 0.843 0.15
H 0.2893 -1.8429 -1.2882 0.597 0.165 1.793 0.47
O 0.3304 3.8463 2.7466 -2.354 2.665 0.014 -0.95
H 0.3585 2.9101 2.7842 -0.386 -1.650 -0.037 0.49
H -0.6676 4.0888 2.7529 2.784 -0.823 0.020 0.46
O -0.6160 -3.7148 -5.7892 3.617 3.904 0.660 -0.94
H -1.0109 -2.9810 -5.3029 -0.235 -0.559 -0.212 0.47
H -1.1835 -4.3859 -5.9183 -3.388 -3.343 -0.451 0.46
```
Positions in Å, forces in eV/Å.

Results
Relative energy (zero: lowest compared OMol25 entry of this formula, charge and spin) ... 42.9 kcal/mol
Structure (SMILES) ... NCCCO.O.O
HOMO ... -9.602 eV

***

Computed, not measured: C3H7NO2 as an isolated structure, with wB97M-V/def2-TZVPD.

The geometry in XYZ format:
```
13
Properties=species:S:1:pos:R:3:forces:R:3:nbo_charge:R:1
O 0.7155 -0.8130 0.7341 -0.013 -0.026 0.061 -0.66
C 1.2543 0.3175 0.0835 0.051 0.143 -0.049 -0.10
C 0.2717 0.6031 -1.0631 0.134 0.019 -0.106 -0.25
N -1.0574 0.3062 -0.5287 -0.065 -0.005 0.118 -0.66
C -0.9787 -0.8531 0.2644 -0.267 -0.460 0.037 0.81
O -1.4349 -1.9351 0.1611 0.280 0.643 0.079 -0.52
H -0.0907 -0.4682 1.6247 -0.008 -0.053 -0.144 0.35
H 2.2656 0.0949 -0.2715 -0.156 0.026 0.038 0.20
H 1.3020 1.1730 0.7712 0.004 -0.078 -0.093 0.17
H 0.4645 -0.0651 -1.9071 -0.001 0.099 0.099 0.21
H 0.3025 1.6357 -1.4185 0.010 -0.171 0.073 0.22
H -1.4254 1.0754 0.0196 0.042 -0.080 -0.054 0.39
H -1.0734 -0.3006 1.7587 -0.011 -0.058 -0.058 -0.15
```
Positions in Å, forces in eV/Å.

Results
Relative energy (zero: lowest compared OMol25 entry of this formula, charge and spin) ... 107.2 kcal/mol
HOMO ... -9.687 eV

***

Computed, not measured: a 10-piece molecular cluster, C17H58N6O10 overall in a non-equilibrium geometry, with wB97M-V/def2-TZVPD.

The geometry in XYZ format:
```
91
Properties=species:S:1:pos:R:3:forces:R:3:mulliken_spin:R:1
C -0.7582 -5.6201 0.1019 -0.199 -1.160 0.752 -0.13
C -1.0083 -5.0378 -1.2500 -0.534 0.216 0.205 0.08
C -2.4713 -5.2867 -1.6972 1.377 -0.817 -1.903 0.05
O -2.6287 -4.7320 -3.0601 -0.257 -0.175 2.447 -0.18
C -3.9113 -4.2018 -3.2965 0.551 0.212 -1.788 0.19
N -0.6827 -3.6346 -1.2157 -0.018 0.150 -0.317 0.19
H -1.2148 -5.0428 0.9059 0.192 0.292 -0.010 0.13
H 0.3004 -5.7999 0.2893 0.076 0.399 0.099 0.09
H -1.2055 -6.6100 0.1926 -0.141 -0.258 -0.101 -0.13
H -0.3023 -5.5003 -1.9397 -0.370 -0.235 -0.381 0.10
H -3.2475 -5.0082 -0.9844 0.111 0.603 -0.085 0.05
H -2.5319 -6.3649 -1.8450 -0.359 -0.326 0.162 -0.02
H -4.7203 -4.9294 -3.2322 -0.076 -0.101 0.506 0.00
H -3.8252 -3.9609 -4.3560 -0.416 0.147 -0.244 -0.04
H -4.1366 -3.2439 -2.8277 0.066 -0.183 0.681 0.02
H -0.9779 -3.3144 -2.1270 0.209 0.732 -0.281 0.07
H -1.3420 -3.2236 -0.5704 -0.117 0.515 0.311 -0.21
C 0.6555 3.4713 1.5434 -0.087 -0.941 -1.358 0.02
C 0.7027 4.6465 0.5615 1.661 1.158 -0.482 0.06
C 2.0884 5.3761 0.4198 1.000 0.136 2.341 -0.04
O 2.4999 5.7974 1.7640 -1.499 -0.580 0.433 -0.01
C 3.7880 6.2662 1.9945 0.284 -0.386 -1.065 0.01
N 0.3451 4.1967 -0.7933 -1.062 -0.762 0.664 -0.06
H 1.2879 2.6702 1.1609 0.713 0.031 0.222 0.05
H -0.3034 2.9823 1.3714 -0.501 0.288 0.502 0.00
H 0.8184 3.5915 2.6145 0.099 0.539 -0.335 -0.01
H -0.0026 5.3894 0.9341 -0.150 0.151 -0.309 0.03
H 2.0813 6.2754 -0.1960 -0.604 0.117 -0.284 -0.02
H 2.9196 4.7835 0.0375 -0.402 -0.689 -0.295 0.02
H 3.9377 6.5392 3.0391 -0.519 0.447 -0.100 0.00
H 3.9721 7.0602 1.2708 0.456 0.581 0.316 0.00
H 4.5566 5.5109 1.8305 0.101 -0.426 -0.325 0.00
H 0.3436 4.8854 -1.5321 0.156 0.350 0.349 -0.01
H 0.9795 3.4695 -1.0914 0.432 0.386 -0.012 -0.01
C 0.5181 0.8856 4.1646 -0.140 1.388 0.733 0.01
C 0.2461 -0.4916 4.7293 -1.392 0.445 0.205 -0.04
C -1.1855 -0.6205 5.3191 0.557 1.066 0.629 0.04
O -1.4372 0.3304 6.3710 0.017 0.107 1.118 -0.01
C -2.6768 0.0032 7.0027 0.484 -0.227 -0.127 0.02
N 0.3277 -1.4877 3.6706 0.518 -0.377 0.143 0.14
H 1.4729 1.0235 3.6572 0.027 -0.524 -0.071 -0.02
H 0.4963 1.6447 4.9465 0.126 -0.021 0.398 0.02
H -0.2708 1.2531 3.5082 -0.129 -0.505 -0.391 0.00
H 0.9276 -0.7240 5.5477 0.182 -0.036 -0.052 0.01
H -1.2747 -1.6155 5.7549 -0.245 -0.259 -0.385 0.01
H -1.9469 -0.3733 4.5794 0.003 -0.659 -0.547 0.03
H -3.4216 0.0486 6.2081 -0.541 -0.447 0.360 0.00
H -3.0083 0.5661 7.8753 0.583 1.429 -0.501 0.00
H -2.6102 -0.9343 7.5546 -0.023 -0.953 -0.858 0.00
H 1.3069 -1.7343 3.6491 0.292 -0.439 -0.136 -0.07
H 0.2779 -0.9592 2.8114 -0.360 -0.017 -0.511 0.01
C -0.1521 -1.7010 -4.8456 0.256 1.201 -1.396 -0.30
C -0.0545 -0.3819 -4.0590 0.272 -1.774 -0.286 -0.25
C -0.8166 0.8025 -4.5852 -0.158 -0.562 -0.815 0.34
O -0.5800 1.8879 -3.7422 0.289 0.833 0.091 -0.08
C -1.0378 3.1049 -4.3004 -0.765 -0.359 1.059 0.32
N -0.5082 -0.7265 -2.7390 -0.539 0.792 0.580 -0.39
H 0.6021 -2.4383 -4.5705 -0.251 -0.007 0.668 -0.05
H 0.1235 -1.4888 -5.8786 -0.178 -0.014 -0.438 -0.15
H -1.1672 -2.0981 -4.8383 0.111 -0.125 0.212 0.23
H 0.9991 -0.1179 -3.9682 0.261 0.400 -0.589 0.29
H -1.8871 0.6184 -4.6765 -0.374 -0.292 0.291 0.05
H -0.5119 1.0226 -5.6084 0.433 0.140 -0.272 -0.03
H -0.6452 3.2562 -5.3059 0.076 0.286 0.069 -0.02
H -0.8655 3.9055 -3.5810 0.882 0.055 -0.245 0.00
H -2.1277 3.1052 -4.2808 -0.431 -0.241 -0.716 -0.04
H -0.4711 0.1653 -2.2663 -0.004 -0.291 0.660 0.17
H 0.2467 -1.2768 -2.3552 0.089 -0.475 0.629 0.14
O -2.5629 -2.4560 1.0560 -0.028 0.012 -0.433 -0.22
H -2.0679 -2.1507 1.8163 0.361 0.252 0.388 0.07
H -3.1996 -3.0733 1.4162 -0.282 -0.227 0.133 0.02
O 1.8272 -3.3320 1.3769 0.210 -0.293 0.125 -0.28
H 1.1549 -3.5673 2.0163 -0.332 0.013 0.355 0.11
H 1.5324 -3.7342 0.5598 -0.146 0.001 -0.616 0.01
O -0.8070 1.4610 -0.8604 -0.285 -0.140 0.391 -0.60
H -1.5666 1.4509 -1.4427 -0.334 -0.079 -0.266 0.15
H -0.8238 2.3298 -0.4590 0.080 0.784 0.095 0.11
O 0.2250 -0.4090 0.8576 0.296 -0.135 0.551 0.38
H 0.0208 0.2154 0.1614 -0.430 0.416 -0.324 0.12
H 0.0064 -1.2634 0.4855 0.034 -0.480 -0.219 -0.12
O 2.9175 -0.9390 1.9179 0.833 0.674 0.619 -0.04
H 2.6354 -1.8107 1.6411 -0.229 -0.472 -0.303 0.05
H 2.4945 -0.3424 1.3004 -0.315 0.098 -0.173 0.06
C 2.9420 1.9877 -2.0307 -3.156 0.502 1.113 0.91
O 3.0473 3.1826 -2.0714 -0.066 3.313 -0.289 -0.31
N 3.9208 1.1996 -2.0610 7.067 -2.401 -0.968 0.08
N 1.8534 1.3174 -1.7448 -3.390 -0.306 0.340 0.24
H 3.9177 0.2036 -2.2286 -0.042 0.160 0.170 -0.37
H 4.7612 1.7582 -2.1024 0.549 -0.879 -0.296 -0.01
H 0.9868 1.8084 -1.5774 -0.051 -0.794 -0.502 -0.04
H 1.8900 0.3092 -1.7926 -0.445 0.035 0.284 0.03
```
Positions in Å, forces in eV/Å.

Results
Charge ... -1
Expectation value of S² ... 0.751
Spin multiplicity ... 2
HOMO (spin up / spin down) ... 0.598 / -6.795 eV